Density functional theory data (ωB97M-V/def2-TZVPD) for C5H8N2 in the gas phase.

Summary:
total charge = 0
gap between HOMO and LUMO = 10.5 eV

```
15
Properties=species:S:1:pos:R:3:forces:R:3
C 1.39042 -0.46292 -0.69280 0.0 0.0 0.0
C 0.61489 0.30840 0.36286 0.1 0.0 0.0
C -0.29061 1.44209 -0.16981 0.2 0.3 -0.1
N -1.49643 0.77695 0.37074 -0.2 -0.1 -0.1
C -0.69605 -0.34866 0.89220 0.0 -0.2 0.2
C -1.00128 -1.67956 0.35323 -0.2 -0.9 -0.4
N -1.23451 -2.73269 -0.06654 0.2 1.0 0.4
H 0.77169 -0.64916 -1.57812 0.1 0.0 0.1
H 2.27203 0.10451 -1.00928 -0.1 -0.1 0.0
H 1.72652 -1.43437 -0.31538 0.0 0.1 0.0
H 1.27369 0.61004 1.18217 -0.1 0.0 -0.1
H -0.26721 1.54621 -1.26161 0.0 0.0 0.2
H -0.12927 2.42814 0.27840 0.0 -0.1 -0.1
H -2.17683 0.50691 -0.33064 0.1 0.0 0.1
H -0.75705 -0.41591 1.98458 0.0 0.0 -0.1
```
Positions in Å, forces in eV/Å.

Density functional theory data (ωB97M-V/def2-TZVPD) for 3 unconnected molecules or ions with the total composition C5H8N2.

Summary:
total charge = 0
gap between HOMO and LUMO (alpha / beta) = 7.8 / 8.7 eV

```
15
Properties=species:S:1:pos:R:3:forces:R:3
C -1.52813 -1.04833 0.59936 -0.5 -1.6 -1.1
C -0.92646 0.23255 0.31172 0.5 -0.4 2.9
C -1.04425 1.59100 -0.03962 -0.4 1.1 -0.8
N -0.12642 0.95987 0.94827 -0.3 -0.1 0.3
C 2.19113 0.11103 0.21910 3.5 1.5 0.9
C 1.73726 -0.76446 -0.59971 -1.7 -3.0 -2.2
N 1.49770 -1.60745 -1.47704 -1.2 3.2 1.1
H -2.50195 -1.02159 1.08734 -0.1 0.7 -0.1
H -0.95859 -1.75747 1.19884 0.5 0.4 -0.2
H -1.68293 -1.45079 -0.39404 -0.3 -0.9 -0.1
H 0.47011 -0.26628 -2.21169 0.9 -1.5 0.2
H -0.56019 1.93758 -0.93697 -0.3 0.4 -0.3
H -1.88288 2.11774 0.39512 0.0 0.6 -0.3
H 3.23128 0.11164 -0.09850 0.6 0.4 0.0
H 2.08430 0.85496 0.99783 -1.1 -0.9 -0.1
```
Positions in Å, forces in eV/Å.

Density functional theory data (ωB97M-V/def2-TZVPD) for C5H8N2 in the gas phase.

Summary:
total charge = 0
gap between HOMO and LUMO = 8.9 eV

```
15
Properties=species:S:1:pos:R:3:forces:R:3
C 1.76564 0.23449 -0.47618 0.2 0.1 -0.3
N 0.99752 0.11770 0.78786 -0.2 -0.1 0.2
C 0.48648 -1.19725 0.78207 -0.2 -0.1 -0.1
C -0.79075 -1.20736 0.34582 0.0 0.1 0.2
C -1.15700 0.17868 0.09472 0.0 0.0 0.4
N -2.36646 0.58708 -0.47843 -0.1 0.0 -0.1
C -0.12112 0.94361 0.50996 -0.3 0.0 -0.2
H 0.95535 0.05828 -1.23324 1.3 -0.2 -0.2
H 2.14742 1.24820 -0.62227 0.0 -0.1 0.2
H 2.61814 -0.45580 -0.48513 -0.3 0.0 -0.2
H 1.13696 -2.02140 1.05071 -0.1 0.1 -0.2
H -1.43702 -2.06766 0.21552 0.1 0.1 0.1
H -2.69369 -0.09635 -1.15080 -0.1 0.1 0.1
H -2.26191 1.47808 -0.95044 -0.1 -0.1 0.1
H 0.04931 2.00819 0.41143 -0.1 -0.1 -0.1
```
Positions in Å, forces in eV/Å.

Density functional theory data (ωB97M-V/def2-TZVPD) for 2 unconnected molecules or ions with the total composition C5H8N2.

Summary:
total charge = 0
gap between HOMO and LUMO = 8.5 eV

```
15
Properties=species:S:1:pos:R:3:forces:R:3
C -2.66598 0.54554 0.15868 0.2 0.0 0.0
C -2.03924 0.04427 -1.07305 -0.3 -0.2 0.3
C 1.59519 0.48076 -0.42691 -0.1 -0.2 0.2
C 0.69329 1.56003 -0.77523 -0.6 0.9 -0.2
N 0.00325 2.44623 -1.05251 0.9 -0.8 0.3
N 1.26054 -0.36633 0.45248 0.1 0.3 -0.3
C 2.23260 -1.38262 0.80567 0.1 -0.1 0.0
H -2.22977 1.47427 0.54126 -0.1 -0.1 -0.1
H -3.63329 0.85179 -0.30339 0.1 -0.1 -0.1
H -2.91160 -0.15326 0.97042 0.0 0.1 -0.1
H -2.29935 -1.03486 -1.13583 -0.1 0.1 0.0
H 2.56200 0.48887 -0.94634 -0.1 -0.1 0.1
H 3.03013 -1.52163 0.06092 -0.1 0.1 0.1
H 1.71350 -2.33193 0.96211 0.1 0.1 0.0
H 2.68874 -1.10114 1.76172 -0.1 -0.1 -0.1
```
Positions in Å, forces in eV/Å.

Density functional theory data (ωB97M-V/def2-TZVPD) for C5H8N2 in the gas phase.

Summary:
total charge = 0
gap between HOMO and LUMO = 8.8 eV

```
15
Properties=species:S:1:pos:R:3:forces:R:3
C 1.03134 1.47605 -0.59309 0.9 -1.5 -1.4
C 0.62838 -0.07378 -0.63275 0.5 5.6 7.7
C 0.49991 -0.51218 0.77742 0.1 0.4 3.7
C -0.67256 -0.66970 1.49601 3.5 -2.6 -0.3
C -1.88342 -0.68136 0.62864 2.2 1.4 -1.3
N -1.82661 -0.46142 -0.67644 2.2 -1.1 2.6
N -0.51406 -0.50215 -1.07977 -4.2 -2.3 -8.6
H 0.35059 1.93685 0.12000 0.5 0.3 0.2
H 2.19812 1.35157 -0.21636 -3.0 1.3 -1.2
H 0.75404 1.91542 -1.64869 1.4 -0.5 1.9
H 1.40587 -0.55674 -0.95772 4.2 -2.8 -2.7
H 1.37337 -0.60883 1.44757 0.0 0.0 -0.9
H -0.16848 -1.27239 2.53375 -3.3 1.9 -2.6
H -2.84757 -0.71051 0.91631 -3.0 -0.2 1.6
H -0.32893 -0.63085 -2.11488 -2.1 0.2 1.3
```
Positions in Å, forces in eV/Å.

Density functional theory data (ωB97M-V/def2-TZVPD) for C5H8N2 in the gas phase.

Summary:
total charge = 0
gap between HOMO and LUMO = 7.4 eV

```
15
Properties=species:S:1:pos:R:3:forces:R:3
C -0.93856 -0.94952 -0.74145 0.0 -0.1 -0.1
C 0.24924 -0.25086 -0.04552 -0.2 0.1 0.0
N 1.54076 -0.88147 -0.24425 -0.1 -0.1 0.2
C -0.31973 0.03197 1.33573 -0.1 0.0 0.2
C -0.72581 1.31872 1.55811 0.4 -0.2 -0.2
C -0.18267 1.93681 0.36177 0.1 0.1 -0.2
N 0.33701 1.12279 -0.53958 -0.1 0.2 0.2
H -0.73207 -1.22231 -1.77921 0.1 0.0 0.1
H -1.25111 -1.83969 -0.18481 0.2 0.1 -0.1
H -1.78308 -0.25335 -0.71010 0.2 -0.2 -0.1
H 2.15106 -0.64117 0.53351 0.0 -0.1 -0.2
H 1.47744 -1.89228 -0.27411 -0.1 0.1 0.0
H -0.55285 -0.85099 1.93696 0.0 0.3 0.0
H -0.17207 3.00442 0.13599 0.0 -0.1 0.1
H 0.90246 1.36696 -1.34305 -0.2 0.0 0.1
```
Positions in Å, forces in eV/Å.

Density functional theory data (ωB97M-V/def2-TZVPD) for C5H8N2 in the gas phase.

Summary:
total charge = 0
gap between HOMO and LUMO = 10.9 eV

```
15
Properties=species:S:1:pos:R:3:forces:R:3
C -0.31543 1.23708 -0.24165 0.0 1.1 0.2
C -0.28490 -0.31309 -0.13074 0.2 0.7 0.2
C -1.47509 -1.12340 0.37565 0.2 0.3 0.0
N 0.57135 -0.98839 -1.09084 0.1 0.3 -0.2
C 1.14176 -0.63415 0.20185 0.4 0.2 0.3
C 1.80941 0.65784 0.34891 3.4 -0.6 1.1
N 2.40448 1.63044 0.57921 0.7 -1.4 0.1
H 0.77829 1.82331 0.04951 -4.5 -1.4 -1.7
H -0.94979 1.63490 0.54441 -0.6 0.1 -0.1
H -0.67819 1.53420 -1.23053 -0.1 0.2 0.2
H -2.33414 -1.01374 -0.29895 0.2 0.1 0.1
H -1.23966 -2.19557 0.43149 0.1 0.4 -0.1
H -1.78706 -0.78314 1.36791 0.1 0.0 -0.1
H 0.87951 -0.37153 -1.83649 0.1 0.0 0.0
H 1.55210 -1.42807 0.82210 -0.3 0.1 -0.1
```
Positions in Å, forces in eV/Å.

Density functional theory data (ωB97M-V/def2-TZVPD) for C5H8N2 in the gas phase.

Summary:
total charge = 0
gap between HOMO and LUMO (alpha / beta) = 7.3 / 7.3 eV

```
15
Properties=species:S:1:pos:R:3:forces:R:3
C 0.96899 -1.41143 -1.09967 0.0 0.0 0.0
C -0.31891 -0.64069 -1.29377 0.0 -0.2 -0.2
C -1.31029 -0.33422 -0.21771 -0.4 -0.3 0.1
C -0.83852 -0.27690 1.14478 0.4 1.2 0.4
N -0.39231 0.23902 2.13272 0.0 1.5 -1.3
N -0.51518 0.69083 -0.86224 0.0 -0.2 -0.1
C 0.30926 1.79863 1.60074 -0.1 -0.8 0.3
H 1.33877 -1.34495 -0.07108 -0.1 0.0 -0.1
H 0.82068 -2.46686 -1.35234 0.1 0.1 0.1
H 1.74188 -1.00946 -1.76474 -0.1 0.0 0.1
H -0.82798 -0.87860 -2.23637 0.0 -0.1 0.1
H -2.38614 -0.40494 -0.34661 0.0 -0.2 0.0
H -0.03569 1.69533 0.57733 0.6 0.2 -0.2
H 0.11612 2.82806 1.97706 -0.7 -1.2 0.9
H 1.32931 1.51620 1.81190 0.2 0.0 -0.3
```
Positions in Å, forces in eV/Å.

Density functional theory data (ωB97M-V/def2-TZVPD) for C5H8N2 in the gas phase.

Summary:
total charge = 0
gap between HOMO and LUMO = 9.7 eV

```
15
Properties=species:S:1:pos:R:3:forces:R:3
C -0.95108 0.02420 -2.16603 0.0 0.0 -0.3
C -0.34131 -0.53358 -0.91196 -0.2 0.4 0.3
C -1.20251 -0.85616 0.15967 -0.2 0.0 0.2
N -0.65526 -0.64915 1.33727 0.1 -0.3 0.0
N 0.61332 -0.28949 1.06342 0.1 -0.1 0.0
C 1.25398 0.60825 2.00424 0.2 0.0 0.1
C 0.84769 -0.23988 -0.28053 -0.2 0.1 0.0
H -1.37887 -0.68574 -2.87618 0.2 -0.1 0.0
H -0.26493 0.70587 -2.66882 0.0 -0.2 -0.2
H -1.78157 0.64278 -1.79925 0.1 -0.1 -0.4
H -2.22456 -1.19731 0.04853 0.0 0.1 0.2
H 1.20291 0.17915 3.00374 0.1 0.0 -0.1
H 0.73043 1.57401 2.00226 0.1 -0.2 0.0
H 2.29123 0.77490 1.70655 -0.1 -0.1 0.1
H 1.86053 -0.05785 -0.62291 -0.4 0.4 -0.2
```
Positions in Å, forces in eV/Å.

Energy above the lowest of the compared OMol25 structures with the same formula, charge and spin? In order: 1.359; 8.231; 1.632; 5.628; 5.562; 3.359; 3.321; 5.915; 1.286 eV.